# 1
Computed, not measured: a single C4H7Cl molecule, with wB97M-V/def2-TZVPD.

```
12
Properties=species:S:1:pos:R:3:lowdin_charge:R:1
C -1.260 1.402 -0.004 -0.09
C -0.842 0.041 0.039 -0.44
C -2.002 -0.920 -0.060 -0.10
C 0.357 -0.605 0.041 -0.55
H -0.571 2.189 -0.383 0.10
H -2.226 1.500 -0.529 0.09
H -1.478 1.701 1.019 0.09
H -2.642 -0.941 -0.936 0.08
H -1.679 -1.926 0.175 0.06
H -2.807 -0.733 0.746 0.11
H 0.298 -1.746 0.139 0.09
Cl 1.975 0.027 -0.020 0.57
```

Multiplicity ... 1
Energy ... -16782.940 eV
Total charge ... 0
SMILES ... CC(C)=CCl


# 2
Computed, not measured: a single C4H7Cl2N molecule, with wB97M-V/def2-TZVPD.

```
14
Properties=species:S:1:pos:R:3:lowdin_charge:R:1
C -0.726 -0.480 0.900 -0.50
C -1.946 -0.196 -0.031 -0.12
C -0.931 -0.621 -1.221 -0.25
C 0.127 -0.288 -0.325 -1.22
H -0.723 1.198 2.148 0.04
H -0.891 -0.164 3.013 0.10
H -0.541 -1.497 1.081 0.12
H -2.263 0.898 -0.094 0.11
H -2.728 -0.946 0.200 0.11
H -0.796 -0.131 -2.227 0.12
H -0.895 -1.790 -1.387 0.15
N -0.513 0.226 2.127 0.04
Cl 0.142 1.468 -0.356 0.70
Cl 1.816 -0.858 -0.442 0.61
```

Multiplicity ... 1
Energy ... -30794.873 eV
Total charge ... 0
SMILES ... N[C@H]1CCC1(Cl)Cl


# 3
Computed, not measured: a single C4H7Cl2NO molecule, with wB97M-V/def2-TZVPD.

```
15
Properties=species:S:1:pos:R:3:lowdin_charge:R:1
C 1.234 0.487 0.312 -0.11
C -0.673 -0.667 -0.765 -0.13
C -1.265 1.003 1.186 -0.73
C -0.081 -0.281 0.516 -0.81
N -0.767 1.468 2.366 -0.12
O -0.277 2.578 2.442 0.00
Cl -1.667 2.115 -0.102 0.68
Cl 0.050 -1.381 1.879 0.68
H 1.746 0.188 -0.688 0.13
H 0.938 1.448 0.254 0.01
H 2.004 0.476 1.049 0.07
H -0.144 -1.457 -1.104 0.07
H -1.613 -1.053 -0.645 0.07
H -0.644 0.114 -1.411 0.04
H -2.191 0.406 1.530 0.13
```

Multiplicity ... 1
Energy ... -32840.086 eV
Total charge ... 0
SMILES ... CC(C)(Cl)[C@H](Cl)N=O


# 4
Computed, not measured: a molecular structure, C4H7Cl4MgO3, with wB97M-V/def2-TZVPD.

```
19
Properties=species:S:1:pos:R:3:lowdin_charge:R:1
Mg -1.519 -2.381 -0.662 0.98
Cl -0.266 -2.322 1.258 -0.06
C 2.771 -1.058 3.446 -1.56
Cl 4.094 -2.133 3.038 0.54
Cl 3.307 0.654 3.390 0.49
Cl 2.009 -1.419 4.998 0.54
H 2.072 -1.193 2.632 -0.06
C -1.488 0.474 -3.788 -0.01
O -1.406 1.271 -2.622 0.08
C -1.163 0.750 -1.465 -0.60
O -1.168 -0.450 -1.208 -0.05
O -0.918 1.688 -0.622 0.08
C -0.538 1.359 0.723 0.01
H -1.438 1.182 -4.607 0.11
H -2.370 -0.167 -3.882 0.10
H -0.661 -0.242 -3.871 0.11
H -0.804 2.244 1.299 0.11
H 0.541 1.225 0.760 0.11
H -1.056 0.519 1.181 0.07
```

Multiplicity ... 1
Energy ... -65933.276 eV
Total charge ... +1


Record-wise Kohn-Sham gap values, in eV: 9.89 10.26 8.80 6.42
Record-wise LUMO values, in eV: 0.9749 0.8837 -0.5159 -6.5526
Record-wise ΔE to the lowest compared entry with this formula, charge and spin values, in kcal/mol: 9.95 29.94 74.22 4.59